29
Properties=species:S:1:pos:R:3:mulliken_charge:R:1 method="wB97M-V/def2-TZVPD" smiles=Cc1ccccc1.CC(C)C de_lowest_kcal_mol=8.9 homo_energy_ha=-0.334
C -2.647 1.553 1.842 -1.35
C -1.877 2.152 0.702 0.76
C -0.935 3.154 0.946 -0.38
C -0.141 3.650 -0.074 -0.54
C -0.260 3.119 -1.351 -0.43
C -1.213 2.161 -1.618 -0.48
C -2.048 1.702 -0.594 -0.31
H -3.720 1.650 1.657 0.32
H -2.471 2.060 2.784 0.35
H -2.462 0.500 2.048 0.28
H -0.844 3.520 1.961 0.30
H 0.594 4.428 0.130 0.35
H 0.320 3.518 -2.172 0.39
H -1.424 1.754 -2.606 0.36
H -2.731 0.923 -0.903 0.37
C 1.327 -3.135 1.108 -1.51
C 1.507 -2.177 -0.047 0.94
C 2.914 -2.229 -0.630 -1.51
C 0.462 -2.460 -1.154 -1.30
H 1.435 -4.178 0.767 0.35
H 0.293 -3.082 1.457 0.36
H 2.005 -2.954 1.939 0.39
H 1.367 -1.151 0.300 0.18
H 3.118 -3.183 -1.134 0.34
H 3.076 -1.411 -1.329 0.37
H 3.682 -2.109 0.145 0.39
H 0.259 -3.525 -1.045 0.34
H -0.427 -1.869 -0.962 0.27
H 0.841 -2.380 -2.168 0.39

28
Properties=species:S:1:pos:R:3:mulliken_charge:R:1 method="wB97M-V/def2-TZVPD" smiles="CC1=C(C(C)C)[C@@H](C)N(C)O1" de_lowest_kcal_mol=85.5 homo_energy_ha=-0.302
C 2.567 -0.289 -0.931 -1.43
C 1.360 0.356 -0.314 0.27
C 0.238 -0.172 0.111 0.22
C -0.261 -1.525 0.000 1.07
C -1.255 -1.960 0.992 -1.79
C -0.672 -1.734 -1.481 -1.37
C -0.576 1.130 0.878 -0.01
C -0.298 1.050 2.390 -1.34
N 0.140 2.227 0.207 -0.10
C -0.485 2.461 -1.062 -0.65
O 1.450 1.715 -0.041 -0.40
H 2.326 -0.405 -1.951 0.36
H 2.750 -1.318 -0.569 0.34
H 3.516 0.304 -0.794 0.36
H 0.693 -2.277 0.074 0.11
H -2.054 -1.225 0.861 0.38
H -0.761 -1.944 1.982 0.28
H -1.572 -2.973 0.851 0.48
H -1.338 -0.891 -1.824 0.23
H -1.385 -2.602 -1.675 0.34
H 0.300 -1.826 -1.877 0.42
H -1.653 1.265 0.623 0.52
H 0.821 1.041 2.403 0.28
H -0.815 0.148 2.650 0.32
H -0.845 1.881 2.769 0.39
H -1.344 3.102 -1.017 0.38
H 0.226 2.925 -1.816 0.25
H -1.074 1.538 -1.442 0.08

34
Properties=species:S:1:pos:R:3:mulliken_charge:R:1 method="wB97M-V/def2-TZVPD" homo_energy_ha=-0.437 charge=+1
Be 14.370 -11.419 2.680 0.16
Be 17.894 -10.743 2.060 0.46
N 15.937 -11.491 0.363 1.51
O 15.496 -11.978 1.433 -0.51
O 17.110 -11.081 0.213 -0.73
O 15.346 -11.530 -0.668 -0.71
N 16.509 -12.987 2.968 1.60
O 17.205 -11.986 2.937 -0.27
O 15.330 -12.739 3.100 -0.39
O 17.002 -14.110 3.168 -0.53
N 15.603 -9.397 2.495 1.38
O 14.475 -9.653 2.233 -0.63
O 16.004 -8.248 2.586 -0.48
O 16.381 -10.382 2.405 -0.27
C 15.999 -9.002 0.223 -0.29
C 15.173 -7.697 0.241 -0.73
O 16.035 -6.547 0.117 -0.54
O 16.580 -9.339 -1.024 -0.69
H 15.341 -9.847 0.425 0.56
H 16.804 -9.219 0.925 0.44
H 14.473 -7.408 1.025 0.37
H 14.427 -7.721 -0.554 0.45
H 15.540 -5.747 -0.079 0.34
H 16.646 -10.294 -1.095 0.46
C 15.512 -13.670 -2.758 -0.44
C 16.852 -13.708 -1.913 -0.46
O 16.591 -13.407 -0.577 -0.52
O 14.814 -12.459 -2.521 -0.60
H 14.809 -14.485 -2.586 0.28
H 15.764 -13.701 -3.818 0.36
H 17.474 -12.966 -2.414 0.26
H 17.188 -14.744 -1.956 0.35
H 16.952 -12.535 -0.401 0.28
H 14.692 -12.279 -1.586 0.53

147
Properties=species:S:1:pos:R:3:mulliken_charge:R:1 method="wB97M-V/def2-TZVPD" smiles="CCCCCCCCC1=C(O)C(=O)C(CN)=CC1=O.O=S1(=O)CCCC1.O=S1(=O)CCCC1.O=S1(=O)CCCC1.O=S1(=O)CCCC1.O=S1(=O)CCCC1.O=S1(=O)CCCC1.O=S1(=O)CCCC1" de_lowest_kcal_mol=221.7 homo_energy_ha=-0.325
C 0.094 5.726 3.666 -0.90
C 0.645 5.757 2.119 -0.42
C 0.988 4.240 1.546 0.68
C 2.193 4.429 0.443 -0.79
C 2.997 3.007 0.261 -0.29
C 2.239 1.894 -0.669 -0.72
C 1.315 0.811 0.133 0.55
C 1.948 0.221 1.520 -0.46
C 3.544 -0.132 1.481 0.23
C 4.278 -0.089 2.806 0.53
O 3.630 0.224 4.090 -0.53
C 5.917 -0.420 2.792 -0.05
O 6.506 -1.119 3.766 -0.57
C 6.717 0.167 1.445 0.58
C 8.242 0.822 1.541 -0.37
N 8.916 0.576 2.876 -0.59
C 5.985 0.083 0.118 -0.48
C 4.438 -0.552 0.175 0.06
O 3.981 -1.327 -0.837 -0.69
H -0.783 6.511 3.751 0.23
H 0.975 6.133 4.357 0.32
H -0.210 4.640 3.987 0.17
H -0.086 6.264 1.347 0.25
H 1.627 6.421 2.127 0.30
H 1.306 3.498 2.423 0.13
H 0.054 3.818 0.947 -0.52
H 1.852 4.875 -0.584 0.21
H 2.972 5.185 0.935 0.39
H 4.013 3.277 -0.305 0.21
H 3.315 2.643 1.327 0.13
H 2.959 1.298 -1.406 0.21
H 1.504 2.504 -1.386 0.34
H 0.235 1.252 0.388 -0.70
H 1.090 -0.133 -0.563 0.44
H 1.785 1.062 2.351 -0.06
H 1.335 -0.712 1.872 0.55
H 4.273 -0.048 4.836 0.38
H 8.924 0.544 0.617 0.24
H 8.073 2.001 1.458 0.29
H 9.668 1.321 2.933 0.27
H 8.283 0.792 3.689 0.24
H 6.469 0.489 -0.895 0.29
O -2.395 3.850 1.177 -0.66
S -2.251 2.459 1.554 1.44
O -1.005 1.918 2.059 -0.62
C -3.559 2.043 2.689 -1.05
C -4.705 1.594 1.794 -0.60
C -4.070 0.714 0.718 -0.31
C -2.829 1.442 0.204 -0.65
H -3.809 2.908 3.305 0.46
H -3.207 1.220 3.319 0.40
H -5.470 1.055 2.360 0.46
H -5.179 2.465 1.326 0.03
H -3.777 -0.247 1.159 0.54
H -4.769 0.502 -0.096 -0.15
H -2.042 0.740 -0.086 0.44
H -3.070 2.099 -0.637 0.24
O 4.421 -7.806 -0.886 -0.67
S 5.592 -6.958 -0.977 1.13
O 6.758 -7.327 -1.754 -0.65
C 5.070 -5.325 -1.464 -0.66
C 4.765 -4.621 -0.150 -0.25
C 5.897 -5.008 0.800 0.16
C 6.103 -6.517 0.677 -0.86
H 4.206 -5.392 -2.127 0.51
H 5.907 -4.848 -1.982 0.23
H 4.698 -3.537 -0.282 -0.12
H 3.808 -4.974 0.252 0.39
H 6.815 -4.485 0.506 -0.47
H 5.674 -4.723 1.833 0.44
H 7.151 -6.793 0.819 0.39
H 5.474 -7.065 1.384 0.45
O -5.165 -0.534 -2.463 -0.66
S -4.486 -1.707 -1.954 1.31
O -3.418 -1.623 -0.978 -0.72
C -5.713 -2.858 -1.365 -0.83
C -6.062 -3.693 -2.588 -0.47
C -4.732 -3.998 -3.274 -0.61
C -3.939 -2.694 -3.340 -0.24
H -6.568 -2.316 -0.957 0.45
H -5.250 -3.472 -0.587 0.40
H -6.595 -4.607 -2.311 0.38
H -6.704 -3.118 -3.265 0.21
H -4.177 -4.737 -2.683 0.36
H -4.879 -4.421 -4.273 0.30
H -2.864 -2.871 -3.257 0.38
H -4.156 -2.139 -4.257 -0.20
O -6.475 -4.313 -7.908 -0.68
S -6.574 -3.169 -7.027 1.10
O -6.858 -3.302 -5.612 -0.59
C -5.109 -2.174 -7.227 -0.42
C -5.453 -1.222 -8.363 -0.70
C -6.884 -0.757 -8.094 -0.63
C -7.711 -1.993 -7.746 -0.63
H -4.251 -2.812 -7.446 0.48
H -4.945 -1.628 -6.293 0.05
H -4.755 -0.382 -8.410 0.34
H -5.411 -1.752 -9.322 0.32
H -6.887 -0.060 -7.247 0.30
H -7.306 -0.229 -8.955 0.32
H -8.498 -1.761 -7.025 0.34
H -8.147 -2.447 -8.640 0.34
O -4.964 2.815 -1.449 -0.48
S -4.937 4.156 -1.993 1.05
O -4.114 4.515 -3.131 -0.77
C -6.613 4.670 -2.312 -0.79
C -7.068 5.300 -1.004 -0.54
C -5.894 6.151 -0.523 -0.74
C -4.629 5.305 -0.659 0.03
H -7.217 3.811 -2.608 0.41
H -6.589 5.409 -3.118 0.35
H -7.974 5.898 -1.140 0.36
H -7.285 4.518 -0.266 0.27
H -5.809 7.045 -1.153 0.30
H -6.034 6.488 0.509 0.36
H -3.758 5.919 -0.903 0.39
H -4.434 4.726 0.248 -0.26
O 9.890 -1.125 -1.386 -0.67
S 10.569 -2.298 -0.876 1.26
O 11.636 -2.214 0.100 -0.71
C 9.342 -3.449 -0.287 -0.65
C 8.993 -4.284 -1.510 -0.03
C 10.323 -4.589 -2.197 -0.86
C 11.115 -3.285 -2.262 -0.72
H 8.487 -2.907 0.121 0.21
H 9.805 -4.063 0.490 0.42
H 8.459 -5.198 -1.233 0.07
H 8.350 -3.709 -2.188 0.21
H 10.877 -5.329 -1.606 0.32
H 10.175 -5.012 -3.195 0.38
H 12.191 -3.463 -2.179 0.39
H 10.899 -2.730 -3.179 0.34
O -6.768 1.634 6.470 -0.69
S -5.359 1.355 6.292 1.10
O -4.798 0.983 5.008 -0.55
C -4.425 2.722 6.951 -0.62
C -4.224 2.367 8.417 -0.65
C -3.869 0.881 8.439 -0.61
C -4.856 0.160 7.521 -0.66
H -4.974 3.654 6.806 0.44
H -3.469 2.761 6.421 0.28
H -3.441 2.978 8.875 0.33
H -5.154 2.533 8.975 0.31
H -2.848 0.744 8.062 0.30
H -3.902 0.472 9.453 0.31
H -4.393 -0.697 7.027 0.35
H -5.748 -0.161 8.066 0.34

125
Properties=species:S:1:pos:R:3:mulliken_charge:R:1 method="wB97M-V/def2-TZVPD" de_lowest_kcal_mol=8.1 homo_energy_ha=-0.202 charge=-1
Rb 0.166 -0.506 -0.611 0.41
C 3.015 -2.329 5.310 -1.35
C 1.739 -1.981 4.609 0.52
C 0.515 -1.724 5.188 -1.06
C -0.354 -1.467 4.114 0.29
N 0.303 -1.550 2.957 -0.81
N 1.596 -1.875 3.268 0.43
B 2.731 -2.160 2.237 -1.15
N 2.326 -3.189 1.145 -0.07
N 1.194 -3.124 0.384 1.02
C 1.204 -4.197 -0.398 -0.43
C 2.358 -4.971 -0.154 -1.00
C 3.040 -4.300 0.831 0.18
C 4.344 -4.690 1.452 -1.35
C 0.104 -4.559 -1.380 2.94
C -0.463 -5.932 -0.982 -1.74
C -1.028 -3.529 -1.414 -0.57
C 0.701 -4.661 -2.792 -1.92
N 3.360 -0.860 1.645 0.14
N 2.675 0.032 0.882 1.13
C 3.549 0.967 0.517 -1.19
C 4.817 0.686 1.057 -0.75
C 4.654 -0.486 1.766 0.33
C 5.698 -1.218 2.551 -1.22
C 3.160 2.135 -0.366 3.01
C 1.956 2.873 0.227 -0.44
C 4.329 3.114 -0.472 -2.50
C 2.812 1.641 -1.776 -1.44
C -1.836 -1.162 4.210 3.45
C -2.542 -2.333 4.910 -1.93
C -2.026 0.119 5.036 -1.94
C -2.456 -0.962 2.828 -1.45
H 2.841 -2.313 6.385 0.43
H 3.811 -1.620 5.080 0.15
H 3.369 -3.323 5.031 0.20
H 0.286 -1.731 6.244 0.53
H 3.613 -2.672 2.866 -0.25
H 2.654 -5.899 -0.621 0.50
H 4.641 -5.662 1.059 0.42
H 4.278 -4.760 2.538 0.21
H 5.133 -3.975 1.213 0.13
H -0.830 -5.939 0.049 0.23
H 0.303 -6.708 -1.060 0.36
H -1.293 -6.202 -1.642 0.49
H -1.338 -3.224 -0.410 -0.04
H -1.893 -3.953 -1.929 0.48
H -0.719 -2.645 -1.970 -0.64
H 1.502 -5.405 -2.828 0.34
H 1.100 -3.694 -3.106 0.37
H -0.076 -4.957 -3.505 0.47
H 5.733 1.247 0.954 0.55
H 6.627 -0.649 2.510 0.40
H 5.893 -2.214 2.153 0.10
H 5.417 -1.339 3.597 0.11
H 2.175 3.196 1.251 0.53
H 1.071 2.235 0.249 -0.27
H 1.724 3.759 -0.372 -0.03
H 4.632 3.475 0.515 0.47
H 4.029 3.976 -1.076 0.42
H 5.197 2.649 -0.949 0.43
H 1.972 0.952 -1.758 0.15
H 3.661 1.115 -2.218 0.39
H 2.546 2.485 -2.419 0.30
H -2.149 -2.484 5.919 0.40
H -2.407 -3.256 4.341 0.30
H -3.615 -2.125 4.988 0.46
H -1.611 0.009 6.042 0.40
H -3.094 0.344 5.129 0.49
H -1.532 0.962 4.547 0.24
H -2.340 -1.850 2.202 0.15
H -2.002 -0.113 2.319 -0.18
H -3.525 -0.754 2.935 0.68
O 0.566 -1.102 -3.528 -0.70
C -0.312 -0.220 -3.493 0.06
O -1.195 -0.079 -2.597 -0.57
C -0.389 0.851 -4.564 -0.19
C -0.093 0.561 -5.890 -0.30
C -0.319 1.511 -6.875 -0.64
C -0.829 2.759 -6.530 -0.77
C -1.079 3.067 -5.200 -0.10
C -0.847 2.125 -4.199 -0.26
P -1.101 2.491 -2.400 3.01
C -0.405 4.210 -2.262 0.29
C 0.600 4.713 -3.089 -0.93
C 1.267 5.895 -2.776 -0.73
C 0.942 6.605 -1.628 -0.67
C -0.041 6.108 -0.780 -0.72
C -0.686 4.919 -1.087 -0.52
C -2.926 2.818 -2.476 0.36
C -3.529 4.060 -2.287 -0.56
C -4.915 4.192 -2.297 -0.71
C -5.724 3.084 -2.496 -0.76
C -5.134 1.840 -2.697 -0.43
C -3.754 1.708 -2.688 -0.55
H 0.292 -0.423 -6.129 0.52
H -0.111 1.280 -7.914 0.39
H -1.027 3.497 -7.300 0.41
H -1.459 4.049 -4.938 0.44
H 0.887 4.171 -3.982 0.38
H 2.048 6.259 -3.434 0.40
H 1.458 7.527 -1.389 0.37
H -0.285 6.635 0.136 0.39
H -1.405 4.511 -0.381 0.33
H -2.926 4.947 -2.142 0.40
H -5.358 5.171 -2.150 0.42
H -6.803 3.185 -2.495 0.38
H -5.752 0.962 -2.853 0.47
H -3.296 0.732 -2.820 0.07
O -1.186 -4.098 2.285 -0.79
H -1.024 -4.333 1.366 0.02
H -0.610 -3.324 2.411 0.43
O -0.055 1.301 2.291 -0.66
H 0.040 0.332 2.375 0.16
H 0.841 1.617 2.452 0.31
I -4.716 -2.389 -0.736 0.07
C -4.596 -0.430 0.011 -0.34
C -5.764 0.186 0.450 -0.64
C -5.662 1.490 0.905 -0.54
C -4.423 2.112 0.912 -1.21
C -3.329 1.395 0.466 0.21
N -3.411 0.136 0.015 0.58
H -6.708 -0.337 0.425 0.53
H -6.544 2.016 1.251 0.44
H -4.306 3.132 1.254 0.54
H -2.334 1.834 0.468 0.41

14
Properties=species:S:1:pos:R:3:mulliken_charge:R:1 method="wB97M-V/def2-TZVPD" smiles=COC[C@H]1CO1 de_lowest_kcal_mol=60.9 homo_energy_ha=-0.369
C 0.612 1.858 1.225 -0.73
O 0.594 0.726 0.401 -0.28
C -0.575 -0.058 0.361 -0.53
C -0.532 -0.667 -1.018 0.14
C 0.279 -1.856 -1.243 -0.38
O -1.144 -1.924 -1.223 -0.46
H -0.234 2.535 1.029 0.31
H 0.626 1.608 2.296 0.28
H 1.542 2.378 0.977 0.24
H -1.491 0.538 0.509 0.31
H -0.568 -0.856 1.122 0.29
H -0.638 0.054 -1.831 0.34
H 0.781 -2.319 -0.393 0.21
H 0.749 -2.017 -2.212 0.26

39
Properties=species:S:1:pos:R:3:mulliken_charge:R:1 method="wB97M-V/def2-TZVPD" de_lowest_kcal_mol=37.1 homo_energy_ha=-0.382
O -0.225 -2.010 2.288 -0.55
H -1.075 -2.359 1.982 0.25
H 0.100 -2.668 2.914 0.29
O -2.623 -1.962 -0.260 -0.57
H -3.540 -2.249 -0.310 0.27
H -2.658 -1.085 0.148 0.36
O -0.320 1.896 -2.764 -0.75
H -1.046 1.662 -2.166 0.33
H 0.474 1.785 -2.217 0.43
O 2.087 -2.033 0.189 -0.72
H 3.025 -2.103 0.411 0.31
H 1.622 -2.486 0.904 0.28
O -0.503 0.179 0.027 -0.20
H -0.748 -0.380 0.772 0.07
H 0.195 -0.315 -0.423 0.17
O 2.095 -2.526 -2.596 -0.67
H 2.132 -2.449 -1.626 0.42
H 1.530 -1.804 -2.900 0.34
O -0.095 -0.730 -3.836 -0.66
H 0.124 -0.570 -4.758 0.30
H -0.144 0.160 -3.438 0.42
O 0.132 0.040 4.303 -0.64
H 0.209 -0.456 3.475 0.36
H -0.748 -0.169 4.628 0.29
O 0.765 3.086 1.236 -0.63
H 0.597 2.314 0.685 0.33
H 0.768 2.728 2.130 0.31
O -2.256 2.420 -0.615 -0.64
H -2.992 2.532 -0.011 0.27
H -1.856 1.569 -0.360 0.38
O 2.708 0.782 1.081 -0.65
H 2.441 1.041 0.187 0.33
H 2.583 -0.172 1.090 0.38
O -3.179 0.241 1.464 -0.55
H -3.435 1.163 1.560 0.22
H -3.825 -0.248 1.986 0.26
O 2.235 1.547 -1.607 -0.72
H 2.861 1.237 -2.273 0.26
H 2.586 2.396 -1.302 0.34

60
Properties=species:S:1:pos:R:3:mulliken_charge:R:1 method="wB97M-V/def2-TZVPD" smiles="CCN1C[C@@H](CN(C)Cc2cn(-c3ccc(C)cc3)nc2-c2ccc(F)cc2)CC1=O" de_lowest_kcal_mol=0.0 homo_energy_ha=-0.306
C -3.909 0.603 2.482 -1.02
C -4.868 0.660 1.296 -0.70
N -4.583 -0.361 0.322 0.14
C -3.454 -0.265 -0.571 0.33
C -3.274 -1.699 -1.080 0.18
C -2.343 -2.475 -0.139 -1.59
N -1.097 -1.778 0.132 0.85
C -0.482 -2.261 1.351 -1.29
C -0.175 -1.837 -0.996 -0.76
C 1.042 -1.015 -0.734 -0.36
C 2.342 -1.446 -0.605 -0.57
N 3.099 -0.370 -0.275 0.78
C 4.477 -0.301 -0.050 1.61
C 5.035 0.924 0.308 -0.52
C 6.390 1.025 0.540 -0.87
C 7.224 -0.084 0.423 0.78
C 8.693 0.045 0.682 -1.36
C 6.657 -1.298 0.064 -1.14
C 5.299 -1.415 -0.172 -0.45
N 2.346 0.728 -0.169 -1.13
C 1.106 0.372 -0.448 -0.24
C 0.003 1.334 -0.434 0.19
C -0.731 1.575 -1.591 -0.05
C -1.772 2.484 -1.586 -0.77
C -2.079 3.136 -0.406 0.49
F -3.112 4.008 -0.389 -0.42
C -1.363 2.921 0.757 -0.64
C -0.313 2.022 0.733 -0.28
C -4.693 -2.266 -0.992 -0.92
C -5.330 -1.469 0.143 0.65
O -6.330 -1.759 0.763 -0.71
H -3.989 -0.362 2.977 0.33
H -2.881 0.745 2.155 0.15
H -4.159 1.383 3.196 0.40
H -5.893 0.492 1.637 0.45
H -4.809 1.640 0.810 0.27
H -3.676 0.431 -1.390 0.02
H -2.561 0.076 -0.047 -0.50
H -2.889 -1.717 -2.101 0.62
H -2.863 -2.588 0.816 0.58
H -2.166 -3.485 -0.549 0.26
H -1.179 -2.132 2.177 0.31
H -0.198 -3.324 1.292 0.39
H 0.411 -1.675 1.560 0.32
H -0.699 -1.448 -1.872 0.29
H 0.134 -2.877 -1.211 0.46
H 2.750 -2.428 -0.730 0.45
H 4.385 1.779 0.395 0.39
H 6.813 1.979 0.817 0.38
H 9.133 0.783 0.013 0.33
H 9.201 -0.905 0.534 0.33
H 8.869 0.378 1.704 0.32
H 7.284 -2.172 -0.034 0.27
H 4.894 -2.376 -0.451 0.28
H -0.474 1.060 -2.504 0.53
H -2.342 2.694 -2.478 0.50
H -1.628 3.454 1.656 0.47
H 0.268 1.843 1.625 0.47
H -5.263 -2.074 -1.903 0.33
H -4.725 -3.334 -0.788 0.36

Calculated Kohn-Sham gap (eV), listed in the same order as above: 9.99 9.14 5.14 7.48 7.59 11.10 9.90 8.97